No. 1
DFT (ωB97M-V/def2-TZVPD) results for a single C5H8N2 molecule.

## Properties
electronic energy = -8289.68856 eV
Kohn-Sham gap = 9.135 eV
energy relative to the best compared isomer or geometry (same formula, charge and spin) = 512.1 kJ/mol
2S+1 = 1
molecular weight = 96.133 g mol⁻¹
net charge = 0
SMILES = C/N=C(\C)N1C=C1

Positions of all 15 atoms, in Å:
C 1.13 2.53 -0.46
C 1.50 2.50 0.81
C -0.05 0.51 0.27
C -0.06 0.05 -1.17
C -0.74 -1.48 1.33
N 0.15 1.88 0.42
N -0.32 -0.16 1.31
H 1.10 2.99 -1.48
H 2.28 2.63 1.43
H -0.97 0.41 -1.55
H 0.09 -1.07 -1.20
H 0.62 0.54 -1.78
H -1.76 -1.71 1.00
H -0.69 -1.87 2.44
H 0.03 -2.02 0.79

=====

No. 2
DFT (ωB97M-V/def2-TZVPD) results for a single C3H5ClFNOS molecule.

## Properties
electronic energy = -32800.76387 eV
Kohn-Sham gap = 8.875 eV
energy relative to the best compared isomer or geometry (same formula, charge and spin) = 273.3 kJ/mol
2S+1 = 1
molecular weight = 157.597 g mol⁻¹
net charge = 0
SMILES = ON(C=S)C[C@H](F)Cl

Positions of all 13 atoms, in Å:
C 0.57 -0.19 0.75
C 1.34 -0.97 -0.14
C -1.68 0.14 -0.49
H -0.78 2.70 0.35
H 1.14 0.35 1.35
H -0.20 -0.81 1.33
H 0.47 -1.50 -0.65
H -2.23 1.05 -0.58
N -0.55 0.60 0.14
O -0.20 1.87 -0.23
F 2.21 -1.85 0.35
S -2.28 -1.41 -0.80
Cl 2.18 0.01 -1.35

=====

No. 3
DFT (ωB97M-V/def2-TZVPD) results for 19 unconnected molecules or ions with the total composition H38O19.

## Properties
electronic energy = -39517.02181 eV
Kohn-Sham gap = 9.789 eV
energy relative to the best compared isomer or geometry (same formula, charge and spin) = 567.1 kJ/mol
2S+1 = 1
molecular weight = 342.285 g mol⁻¹
net charge = 0

Positions of all 57 atoms, in Å:
O 3.04 0.93 -1.92
H 2.16 0.95 -1.52
H 3.56 1.66 -1.59
O 2.75 -2.55 -0.82
H 2.51 -1.61 -0.85
H 2.69 -2.55 0.15
O -1.60 -0.51 0.77
H -0.88 0.10 1.00
H -1.70 -1.04 1.60
O 2.39 -3.49 2.61
H 2.66 -4.29 2.18
H 3.06 -3.24 3.24
O -0.01 0.93 -0.58
H -0.53 0.24 -1.02
H -0.43 1.77 -0.84
O 1.56 -4.17 -2.59
H 2.13 -3.73 -3.22
H 1.93 -3.88 -1.73
O -4.15 -2.38 -0.83
H -3.52 -1.98 -0.26
H -3.69 -2.43 -1.67
O 0.51 -1.79 -0.18
H -0.06 -1.01 -0.08
H -0.07 -2.54 -0.32
O -2.04 3.66 0.68
H -2.68 2.97 0.88
H -2.07 4.32 0.02
O 2.49 1.13 1.04
H 2.12 1.80 0.45
H 2.85 0.54 0.36
O -0.90 3.83 -1.78
H -1.33 3.34 -1.05
H -0.87 3.07 -2.38
O -3.38 1.27 -2.19
H -3.88 1.22 -1.39
H -3.65 0.65 -2.87
O -1.12 -4.15 -0.28
H -1.98 -4.58 -0.17
H -0.54 -4.51 0.40
O 0.13 0.87 -3.12
H 0.72 0.16 -3.33
H 0.14 1.56 -2.50
O 4.62 -0.25 2.49
H 4.25 0.57 2.10
H 3.83 -0.61 2.91
O -2.33 -1.47 3.16
H -2.41 -2.37 2.84
H -1.55 -1.06 3.43
O 2.03 4.09 -0.85
H 1.08 3.95 -0.81
H 2.43 3.49 -0.23
O 1.15 3.52 1.46
H 0.34 3.16 1.83
H 1.00 4.43 1.20
O -4.09 0.72 1.73
H -4.11 -0.09 2.23
H -4.54 1.43 2.20

=====

No. 4
DFT (ωB97M-V/def2-TZVPD) results for 6 unconnected molecules or ions with the total composition C38H83F3NO17.

## Properties
electronic energy = -85187.40077 eV
Kohn-Sham gap = 3.898 eV
energy relative to the best compared isomer or geometry (same formula, charge and spin) = 542.4 kJ/mol
2S+1 = 1
molecular weight = 883.066 g mol⁻¹
net charge = -1

Positions of all 142 atoms, in Å:
N -0.78 -2.03 4.37
C -0.45 -1.27 3.11
O -0.68 -1.91 1.93
C 0.16 0.25 3.00
C -0.14 1.22 4.29
C -1.28 2.38 4.02
C -2.65 1.76 3.36
C -3.66 1.03 4.45
O -5.01 1.01 3.88
C -5.47 -0.36 3.60
C -5.05 -0.89 2.08
F -5.27 0.14 1.03
F -5.80 -2.15 1.71
F -3.60 -1.29 2.20
H -1.80 -2.17 4.51
H -0.30 -1.64 5.22
H 1.30 0.16 2.72
H -0.35 0.78 2.06
H 0.88 1.79 4.53
H -0.37 0.58 5.27
H -1.58 2.80 5.09
H -3.27 2.69 2.94
H -2.48 1.05 2.44
H -3.69 1.74 5.40
H -3.25 -0.02 4.79
H -6.65 -0.46 3.66
H -5.04 -1.18 4.34
C 2.29 -4.47 9.82
O 2.70 -3.13 9.61
C 2.67 -2.77 8.23
C 2.75 -1.24 8.07
O 1.48 -0.61 8.25
C 1.02 -0.50 9.61
C 1.76 0.58 10.40
O 3.01 0.09 10.88
C 3.85 1.14 11.33
H 2.94 -5.16 9.27
H 2.36 -4.69 10.89
H 1.25 -4.60 9.50
H 1.76 -3.14 7.75
H 3.54 -3.22 7.75
H 3.04 -1.02 7.04
H 3.51 -0.80 8.72
H 1.06 -1.47 10.11
H -0.03 -0.22 9.54
H 1.15 0.87 11.27
H 1.92 1.46 9.76
H 4.11 1.80 10.50
H 4.78 0.69 11.71
H 3.37 1.70 12.14
C -0.22 5.06 -2.57
O -0.73 3.74 -2.59
C -1.33 3.42 -3.85
C -1.52 1.90 -3.98
O -0.32 1.23 -4.39
C 0.68 1.07 -3.38
C 0.33 -0.02 -2.36
O -0.57 0.49 -1.37
C -1.17 -0.54 -0.61
H -1.02 5.78 -2.75
H 0.19 5.25 -1.57
H 0.57 5.18 -3.31
H -0.70 3.78 -4.67
H -2.31 3.91 -3.89
H -2.25 1.72 -4.78
H -1.93 1.46 -3.07
H 0.90 2.03 -2.89
H 1.58 0.76 -3.91
H 1.24 -0.35 -1.85
H -0.13 -0.87 -2.88
H -1.78 -1.18 -1.25
H -1.81 -0.08 0.15
H -0.40 -1.14 -0.10
C -2.64 -3.65 0.19
O -3.72 -4.34 -0.43
C -4.26 -3.61 -1.53
C -5.13 -4.52 -2.40
O -4.37 -5.31 -3.31
C -3.68 -6.43 -2.74
C -4.62 -7.59 -2.40
O -5.26 -7.37 -1.14
C -6.36 -8.24 -0.94
H -2.98 -2.68 0.56
H -2.30 -4.25 1.04
H -1.81 -3.53 -0.51
H -3.45 -3.19 -2.14
H -4.86 -2.79 -1.13
H -5.77 -3.88 -3.03
H -5.80 -5.14 -1.80
H -3.08 -6.12 -1.88
H -2.98 -6.77 -3.51
H -4.04 -8.52 -2.31
H -5.37 -7.70 -3.19
H -7.13 -8.06 -1.69
H -6.78 -8.03 0.05
H -6.03 -9.29 -0.97
C 4.60 3.06 -2.94
O 4.50 3.75 -1.71
C 3.15 3.87 -1.27
C 3.10 4.27 0.21
O 3.27 3.16 1.09
C 4.62 2.66 1.21
C 5.51 3.56 2.07
O 6.00 4.66 1.29
C 6.56 5.68 2.11
H 4.04 3.58 -3.72
H 5.66 3.03 -3.23
H 4.24 2.04 -2.83
H 2.62 2.93 -1.41
H 2.67 4.65 -1.87
H 2.10 4.66 0.43
H 3.81 5.07 0.44
H 5.05 2.47 0.23
H 4.53 1.70 1.71
H 6.37 2.99 2.42
H 4.94 3.94 2.93
H 5.79 6.11 2.75
H 6.94 6.47 1.45
H 7.38 5.29 2.71
C 2.39 1.32 -12.57
O 2.00 1.30 -11.20
C 1.81 2.61 -10.68
C 1.04 2.55 -9.35
O -0.37 2.42 -9.54
C -0.83 1.12 -9.92
C -0.82 0.12 -8.77
O 0.49 -0.42 -8.59
C 0.63 -1.10 -7.35
H 3.32 1.88 -12.70
H 2.55 0.29 -12.89
H 1.59 1.76 -13.18
H 1.25 3.23 -11.40
H 2.79 3.06 -10.51
H 1.18 3.51 -8.84
H 1.43 1.77 -8.69
H -0.28 0.75 -10.79
H -1.87 1.26 -10.24
H -1.49 -0.71 -9.00
H -1.15 0.61 -7.85
H 0.49 -0.40 -6.52
H 1.64 -1.50 -7.29
H -0.09 -1.92 -7.28

=====

No. 5
DFT (ωB97M-V/def2-TZVPD) results for a molecular structure, C42H42Li2O18S.

## Properties
electronic energy = -92327.03352 eV
Kohn-Sham gap = 6.001 eV
energy relative to the best compared isomer or geometry (same formula, charge and spin) = 166.7 kJ/mol
2S+1 = 1
molecular weight = 880.729 g mol⁻¹
net charge = 0

Positions of all 105 atoms, in Å:
Li -1.28 -0.81 2.64
Li 3.36 2.23 1.45
S 0.92 0.55 0.69
O 0.00 -0.19 1.54
O 1.86 -0.28 0.08
O 0.14 1.16 -0.37
O 1.54 1.65 1.47
C -1.88 3.06 4.81
C -2.64 4.03 5.65
C -3.89 3.62 6.15
C -4.45 2.34 5.76
C -3.72 1.58 4.84
C -2.51 1.98 4.35
O -1.87 1.26 3.41
O -4.67 4.51 6.87
H -0.85 3.38 4.42
H -2.38 5.04 5.96
H -5.41 2.05 5.97
H -4.17 0.70 4.54
H -1.41 1.69 2.78
H -4.57 5.58 6.50
C -5.44 0.56 -2.65
C -4.61 0.80 -1.50
C -3.29 1.18 -1.59
C -2.68 1.27 -2.82
C -3.52 1.11 -3.94
C -4.88 0.69 -3.91
O -5.52 0.47 -5.02
O -2.61 1.35 -0.36
H -6.54 0.14 -2.75
H -5.06 0.54 -0.53
H -1.67 1.38 -2.96
H -3.17 1.13 -4.78
H -6.48 0.30 -4.95
H -1.67 1.22 -0.45
C 0.80 -0.89 -3.35
C 0.04 -1.63 -4.32
C 0.66 -2.52 -5.24
C 2.02 -2.82 -4.97
C 2.80 -2.24 -3.98
C 2.11 -1.25 -3.20
O 2.95 -0.59 -2.26
O -0.14 -3.15 -6.13
H 0.36 0.06 -2.72
H -0.98 -1.46 -4.43
H 2.66 -3.58 -5.50
H 3.68 -2.41 -3.96
H 2.64 -0.65 -1.48
H -1.12 -2.78 -6.08
C -2.99 -5.18 0.21
C -1.77 -4.61 0.62
C -1.33 -3.38 0.09
C -2.08 -2.69 -0.81
C -3.41 -3.23 -1.05
C -3.80 -4.46 -0.56
O -5.06 -5.01 -0.85
O -0.02 -2.88 0.32
H -3.08 -6.07 0.47
H -1.00 -5.14 1.09
H -1.75 -1.79 -1.45
H -4.00 -2.75 -1.68
H -5.15 -5.55 -0.16
H 0.19 -1.89 0.36
C 2.23 3.12 -3.94
C 1.56 2.91 -2.75
C 0.41 3.60 -2.52
C -0.20 4.50 -3.41
C 0.46 4.62 -4.64
C 1.70 4.00 -4.90
O 2.28 4.45 -6.03
O -0.27 3.37 -1.36
H 3.06 2.40 -4.14
H 2.04 2.07 -1.99
H -1.34 4.90 -3.30
H -0.02 5.11 -5.41
H 1.83 5.15 -6.57
H -0.15 2.52 -0.89
C 2.73 2.51 6.77
C 2.17 3.21 5.74
C 1.90 2.52 4.54
C 2.13 1.09 4.38
C 2.70 0.40 5.51
C 3.08 1.15 6.66
O 3.84 0.48 7.51
O 1.41 3.24 3.56
H 3.08 2.91 7.70
H 1.90 4.25 5.78
H 1.86 0.48 3.66
H 2.97 -0.59 5.23
H 3.61 0.45 8.56
H 1.45 2.64 2.76
C 3.62 -4.47 -1.28
C 3.42 -3.21 -0.60
C 4.47 -2.62 0.09
C 5.75 -3.25 0.28
C 5.89 -4.52 -0.33
C 4.81 -5.10 -0.97
O 5.02 -6.39 -1.39
O 4.23 -1.43 0.66
H 2.75 -4.81 -1.86
H 2.28 -2.74 -0.58
H 6.53 -2.81 0.74
H 6.80 -4.90 -0.07
H 4.54 -6.80 -2.16
H 3.30 -1.12 0.67